The following is a DFT calculation (ωB97M-V with the def2-TZVPD basis set) of a cluster of 2 separate species, C4H12O in total at a distorted geometry.

Computed properties:
Highest occupied orbital energy ... -10.509 eV
Energy above the lowest of the compared OMol25 structures with the same formula, charge and spin ... 21.8 kcal/mol
Structure (SMILES) ... CCC.CO

```
17
Properties=species:S:1:pos:R:3:forces:R:3
C 2.2645 -1.1524 -0.3954 0.30 0.70 1.29
C 0.9319 -0.5629 0.0698 -0.06 -0.04 0.30
C 0.8558 -0.4914 1.5901 1.51 0.23 0.05
H 2.6320 -1.8945 0.3107 -0.46 -0.89 -0.30
H 3.0447 -0.3956 -0.1625 -0.37 -0.01 -0.96
H 2.2462 -1.4926 -1.4233 0.35 -0.01 -0.06
H 0.8721 0.4496 -0.3440 -0.20 -0.09 0.08
H 0.0219 -1.0725 -0.2414 0.24 -0.26 -0.53
H 1.8159 -0.0847 1.9484 -0.36 0.52 0.05
H 0.0322 0.1420 1.8942 -0.14 -0.11 0.42
H 0.8853 -1.4603 2.0992 -0.72 -0.10 -0.34
C -2.9154 1.3279 -1.1171 0.97 0.34 -0.35
O -1.8496 0.8222 -0.3254 0.24 -0.12 0.22
H -3.8336 1.4031 -0.5392 -0.24 -0.30 -0.25
H -2.7034 2.3023 -1.5674 0.12 0.21 0.35
H -2.9176 0.6719 -1.9880 -0.78 -0.24 0.25
H -1.3828 1.4878 0.1914 -0.40 0.15 -0.21
```
Forces are in eV/Å.



The following is a DFT calculation (ωB97M-V with the def2-TZVPD basis set) of a cluster of 12 separate species, C52H65N7O19 in total at a distorted geometry.

Computed properties:
Highest occupied orbital energy ... -9.804 eV
Structure (SMILES) ... O=[N+]([O-])c1ccccc1.O=[N+]([O-])c1ccccc1.O=[N+]([O-])c1ccccc1.O=[N+]([O-])c1ccccc1.O=[N+]([O-])c1ccccc1.O=[N+]([O-])c1ccccc1.O=[N+]([O-])c1ccccc1.CCO.CCO.CCO.CCO.CCO

```
143
Properties=species:S:1:pos:R:3:forces:R:3
O 1.4654 -28.4050 9.2410 1.93 0.60 0.52
N 0.2687 -28.5173 9.2101 0.86 0.04 -0.41
O -0.2425 -29.5204 8.8157 -1.82 -1.32 -0.39
C -0.4928 -27.3642 9.5596 -0.53 1.35 0.17
C -1.6193 -27.0494 8.8346 -0.71 -0.56 -0.95
C -2.3220 -25.8874 9.0977 0.92 1.36 0.47
C -1.7838 -24.9759 10.0074 -0.72 0.65 1.18
C -0.6103 -25.2838 10.7175 -0.52 1.21 0.54
C 0.0306 -26.4601 10.4791 -0.05 -0.69 -0.13
H -1.9443 -27.6364 7.9737 0.06 -0.22 0.47
H -3.1706 -25.5566 8.5227 -0.15 -0.48 -0.12
H -2.3477 -24.0397 10.2765 0.78 -1.02 -0.60
H -0.1839 -24.6209 11.5077 -0.59 -0.41 -0.92
H 0.9077 -26.6736 11.0347 0.72 -0.42 0.23
O 1.6803 -23.9142 2.9459 1.39 -0.84 0.17
N 2.8816 -24.1189 3.2039 -1.57 1.48 0.12
O 3.6396 -23.2121 3.4722 0.23 -0.02 -0.04
C 3.4147 -25.4678 3.1893 -0.06 0.00 0.84
C 2.5636 -26.4840 2.8131 1.63 -0.71 -0.71
C 3.1508 -27.7134 2.5241 -0.72 -1.67 -0.86
C 4.4900 -27.9671 2.7885 0.80 1.32 0.78
C 5.2418 -26.9473 3.4240 -0.40 -0.20 -0.05
C 4.7324 -25.6533 3.6219 0.32 -0.19 -0.99
H 1.5567 -26.3235 2.5494 -0.94 0.41 -0.10
H 2.5341 -28.4979 1.9959 0.67 0.90 0.83
H 5.0935 -28.8532 2.5509 -1.04 0.07 -0.01
H 6.2267 -27.2712 3.7347 0.21 0.61 0.00
H 5.3284 -24.7501 3.8919 -0.52 -1.16 0.06
O 1.9783 -19.0757 0.2182 0.23 -0.69 -0.40
N 2.1986 -19.8120 -0.7358 -1.02 -0.51 -0.04
O 2.8233 -19.4796 -1.7120 0.27 -0.02 0.03
C 1.5851 -21.2057 -0.7750 -0.44 0.30 1.50
C 0.7235 -21.6909 0.2329 1.05 3.07 0.88
C 0.2992 -22.9605 0.2165 -0.62 -1.92 -0.52
C 0.6409 -23.7764 -0.8637 0.69 0.53 0.76
C 1.4830 -23.3334 -1.8487 -0.55 -1.12 -0.84
C 1.9529 -22.0559 -1.7678 2.23 1.03 -2.56
H 0.4562 -21.0912 1.1150 0.19 0.09 -0.65
H -0.2877 -23.3308 1.0479 0.00 -0.08 -0.11
H 0.5185 -24.8095 -0.8356 -1.10 -1.61 0.07
H 1.7366 -24.0210 -2.6928 0.04 0.83 0.90
H 2.7061 -21.7652 -2.5399 -0.83 0.16 0.82
O 2.6068 -32.2800 3.6286 -0.10 -0.60 0.56
N 2.6040 -31.5226 2.6917 -2.22 0.27 -0.11
O 3.5758 -31.0132 2.2258 1.19 0.61 -0.57
C 1.2573 -31.1932 2.0531 0.81 -0.48 -0.22
C 1.3275 -30.7124 0.7801 1.48 0.47 -1.66
C 0.1731 -30.5392 0.0179 0.38 -0.85 1.57
C -1.0450 -30.8589 0.6142 -0.22 1.32 -0.22
C -1.1149 -31.1946 1.9695 0.02 -0.75 0.40
C 0.0403 -31.4592 2.6579 2.00 0.60 0.84
H 2.3289 -30.5048 0.3224 -1.09 -0.23 0.47
H 0.3060 -30.2263 -0.9902 -0.32 0.23 -0.63
H -1.9117 -30.6019 0.0212 -0.39 -0.44 0.22
H -1.9606 -31.3486 2.6290 -0.70 0.29 -0.88
H 0.1393 -31.6684 3.7166 -0.75 -0.43 0.08
O -0.9438 -23.6355 4.8250 0.70 -1.00 -0.58
N -0.8454 -24.5928 4.0514 -1.58 0.56 0.57
O -1.3134 -24.5444 2.9206 0.87 -0.75 0.59
C -0.3046 -25.9096 4.6217 -1.23 2.35 0.21
C -0.6456 -27.0936 4.0141 -0.95 1.86 -1.66
C -0.0746 -28.1860 4.5617 1.34 -2.11 0.56
C 0.7396 -28.1103 5.6887 0.95 0.65 0.47
C 0.9802 -26.8977 6.3050 -0.08 0.19 1.62
C 0.3401 -25.7754 5.8373 0.64 0.38 -1.00
H -1.3176 -27.0316 3.1134 0.96 -0.47 0.98
H -0.1190 -29.1379 4.0831 -0.52 -0.49 -0.28
H 1.3408 -28.8768 6.1611 -0.52 -0.84 -0.64
H 1.5926 -26.8426 7.2359 -0.49 -0.11 -0.94
H 0.4528 -24.7934 6.2688 0.05 -0.01 0.07
O 4.3912 -29.3010 -3.7030 0.72 1.02 0.78
N 3.7442 -28.9783 -2.7181 -0.74 -0.47 -1.27
O 2.8091 -29.6643 -2.3515 -0.22 0.18 0.96
C 3.9416 -27.6756 -2.0381 0.42 0.89 0.37
C 5.0870 -26.9132 -2.2277 -0.40 -1.04 -0.79
C 5.2417 -25.6898 -1.5710 0.23 -0.57 -0.20
C 4.3108 -25.2590 -0.6613 -1.81 -0.70 0.19
C 3.0914 -25.9955 -0.5449 2.12 1.28 0.65
C 2.9493 -27.1690 -1.1978 -0.60 -1.44 -0.27
H 5.8121 -27.3467 -2.9167 0.09 0.48 0.17
H 6.1169 -25.1175 -1.7866 0.51 0.25 0.12
H 4.4504 -24.4127 -0.0062 0.15 0.31 -0.26
H 2.3449 -25.7086 0.1706 -0.14 0.25 0.08
H 2.0645 -27.7196 -0.9456 -0.28 -0.52 -0.40
O -5.5733 -23.1487 3.1492 0.21 0.20 -0.19
N -4.7202 -23.4533 2.3204 -1.58 2.52 1.10
O -4.3597 -24.5565 2.1373 1.05 -2.80 -0.65
C -4.1125 -22.3623 1.5354 -0.66 -0.65 0.61
C -4.3181 -21.0651 1.9246 0.28 1.35 0.59
C -3.5761 -20.0795 1.2556 -0.81 0.13 1.09
C -2.7771 -20.4271 0.2028 0.49 -0.53 0.05
C -2.6634 -21.7460 -0.2000 -0.45 -0.52 -1.05
C -3.3479 -22.7468 0.4685 0.63 -0.58 -0.62
H -4.9382 -20.7697 2.7914 0.40 -0.58 -0.69
H -3.6078 -19.0552 1.6335 -0.03 -0.30 -0.29
H -2.1363 -19.7171 -0.2518 0.28 0.78 -0.48
H -2.1355 -21.9773 -1.1280 0.14 0.00 0.50
H -3.2855 -23.8237 0.2166 0.05 0.96 0.10
C 2.6285 -31.6954 6.7683 -0.98 0.21 1.15
C 1.8018 -32.9632 6.9064 0.86 -1.65 0.24
O 0.8994 -33.2432 5.8359 -0.78 0.46 0.47
H 1.9890 -30.8234 6.9932 0.40 -0.18 -0.39
H 3.2291 -31.5867 5.8966 -0.14 -0.02 -1.16
H 3.3816 -31.7375 7.5295 0.33 0.09 0.90
H 1.2404 -32.9522 7.9027 0.44 0.03 -1.60
H 2.5018 -33.8608 6.9532 -0.59 1.01 0.23
H 1.3488 -33.2980 4.9851 0.38 0.14 0.31
C 1.5187 -18.5797 4.2520 0.24 0.35 0.13
C 0.5393 -19.4283 3.5206 -0.96 -0.71 -0.57
O 0.0935 -18.9129 2.2813 -0.89 0.65 0.09
H 1.0541 -17.6007 4.4015 0.33 0.07 -0.10
H 2.4456 -18.4983 3.6679 -0.15 0.19 0.29
H 1.7386 -18.9829 5.2463 0.07 -0.08 -0.21
H -0.3625 -19.6134 4.0872 -0.44 0.50 0.42
H 0.8346 -20.4397 3.3441 1.11 -0.89 0.01
H 0.7861 -18.8236 1.6267 0.47 -0.16 0.11
C -2.8884 -21.2489 6.6267 -0.44 -0.78 1.29
C -1.7091 -21.1102 7.6086 1.73 0.51 -2.98
O -1.2412 -22.3461 8.0720 0.50 -1.24 0.49
H -3.7365 -21.7007 7.1913 0.59 -0.29 -0.51
H -2.6523 -21.8342 5.7155 -0.02 0.32 0.65
H -3.3123 -20.3052 6.3645 0.13 0.96 -0.49
H -1.8930 -20.5661 8.4936 -0.85 0.64 0.92
H -0.8610 -20.4811 7.1016 -1.17 -1.18 0.59
H -0.9110 -22.9934 7.4178 -0.49 1.06 -0.06
C -3.8986 -24.6442 5.9719 1.17 -1.82 0.05
C -4.1316 -26.1403 5.4925 1.01 1.40 2.27
O -3.9836 -27.0498 6.6293 1.91 0.78 -1.48
H -3.8184 -23.9945 5.1115 -0.33 0.28 -0.18
H -2.8837 -24.6018 6.4737 -1.14 -0.09 -0.41
H -4.6555 -24.3239 6.6757 -0.20 0.21 0.02
H -3.3070 -26.3378 4.8258 -0.07 -0.52 -0.43
H -5.0920 -26.2961 5.0560 -0.53 0.02 -0.64
H -4.8154 -27.2247 6.9987 -1.82 -0.31 0.67
C -2.3990 -31.2771 7.1820 0.84 0.13 -1.16
C -2.4989 -31.3127 5.6319 -1.18 -1.11 -0.30
O -2.3306 -30.0690 4.9526 1.18 1.50 1.92
H -2.1222 -32.2569 7.6158 -0.65 0.34 -0.34
H -3.2204 -30.7805 7.6842 -0.29 -0.19 0.03
H -1.5100 -30.6791 7.3712 0.09 0.18 0.19
H -3.4751 -31.7044 5.2117 0.82 0.30 0.86
H -1.7420 -32.0096 5.2653 0.21 -0.08 0.12
H -1.7997 -29.4570 5.5679 -1.25 -1.33 -1.38
```
Forces are in eV/Å.



The following is a DFT calculation (ωB97M-V with the def2-TZVPD basis set) of a cluster of 13 separate species, C7H39NO12 in total at a distorted geometry.

Computed properties:
Highest occupied orbital energy ... -8.375 eV
Energy above the lowest of the compared OMol25 structures with the same formula, charge and spin ... 98.4 kcal/mol

```
59
Properties=species:S:1:pos:R:3:forces:R:3
C 4.0241 2.0804 -1.1192 -2.88 -2.09 -0.61
C 3.4403 0.6349 -0.9084 2.96 -0.92 -0.81
C 2.7243 0.5097 0.4579 -0.55 0.97 -2.78
C 2.0534 -0.8702 0.5699 2.91 1.46 1.86
C 2.4206 -1.6267 1.6203 -1.09 -0.94 -0.70
C 1.0623 -1.2293 -0.4181 -3.51 -0.10 2.25
C 0.7446 -2.6658 -0.7848 -1.93 0.95 -0.65
N 4.6333 -0.2834 -0.8490 0.01 -0.38 -0.27
H 4.5680 2.1460 -2.0428 0.24 0.08 -0.40
H 3.1045 2.6824 -1.1620 0.83 0.80 0.33
H 4.6640 2.1322 -0.2815 0.59 1.14 0.97
H 2.9279 0.1772 -1.7953 -0.39 1.16 0.89
H 3.4402 0.7483 1.2200 0.52 -0.43 0.63
H 2.1079 1.4596 0.4276 -0.17 -1.72 0.47
H 1.8496 -2.5168 1.8436 -0.06 -0.50 -0.38
H 3.2981 -1.6151 2.2284 0.34 1.17 0.38
H 0.1341 -0.9203 0.2135 0.83 -0.21 -1.42
H 1.0025 -0.6253 -1.2934 0.43 0.64 -0.54
H 1.4409 -3.0792 -1.4701 0.85 -0.67 -0.36
H 0.4460 -3.3353 0.0177 0.45 0.04 0.19
H -0.2067 -2.4910 -1.3548 0.64 -0.64 0.25
H 4.9067 -0.3892 0.0967 0.02 -0.42 1.25
H 5.5062 0.0432 -1.2531 -0.49 0.40 -0.64
H -0.6026 2.5299 -2.2102 -0.02 0.19 0.25
H 0.8845 2.4589 -1.6147 0.27 0.54 0.55
O 0.3029 2.2246 -2.3238 0.01 -0.77 -1.38
H -0.2115 1.9322 -0.3636 -0.19 -0.75 0.28
H 0.0982 1.4666 1.1377 -0.13 0.36 -0.46
O 0.2079 2.1767 0.4670 -0.17 0.20 0.59
H -0.5562 -1.3314 2.5168 -0.58 -0.03 -0.09
H -1.8582 -0.5259 2.1355 0.50 -0.30 0.17
O -0.8891 -0.4937 2.1637 0.00 0.10 0.20
H -3.0876 1.8330 2.5434 -0.60 0.25 0.07
H -3.2702 1.7060 0.9732 -0.77 0.49 0.15
O -2.6768 1.6230 1.7107 1.03 -1.22 0.03
H -1.7955 4.1869 -0.1184 0.61 0.33 0.69
H -1.0409 3.3357 0.9824 -0.37 0.30 -0.49
O -1.8347 3.8956 0.8065 -0.31 0.42 -0.64
H -1.0061 -3.9385 2.9782 -0.04 0.29 0.42
H -2.4172 -3.7127 2.6018 0.30 0.89 0.47
O -1.7731 -3.4299 3.2888 0.19 -0.89 -0.33
H -3.0442 -2.5346 0.3961 0.07 0.43 -0.34
H -3.1929 -4.0659 0.5718 -0.59 -0.55 -0.57
O -2.7159 -3.3049 0.8656 0.32 -0.12 0.28
H -2.5240 2.8550 -1.0036 -0.23 0.42 0.98
H -3.2644 2.2548 -2.1893 -0.08 0.00 -0.17
O -2.4020 2.3115 -1.7720 0.01 -0.50 -0.55
H -1.7138 0.0266 -4.5020 1.59 -1.13 1.85
H -0.3633 0.1987 -3.7611 0.19 0.03 0.33
O -1.1167 -0.4033 -3.7805 -1.59 1.69 -2.41
H -2.2768 0.0610 0.1877 0.21 -0.05 0.47
H -2.4549 -0.5082 -1.1903 0.09 -0.89 0.76
O -2.3842 -0.7910 -0.2459 -0.38 0.89 -1.40
H -2.1187 -1.7566 -3.3767 0.56 -0.34 0.18
H -2.1001 -3.1265 -2.6168 0.66 -0.55 -0.07
O -2.5837 -2.3283 -2.7592 -1.43 0.46 0.20
H 0.1998 0.9663 3.6511 1.11 -0.10 -1.06
H 1.2415 0.4925 2.5286 -0.44 0.22 0.90
O 1.0136 1.2184 3.1488 -0.38 -0.09 0.25
```
Forces are in eV/Å.



The following is a DFT calculation (ωB97M-V with the def2-TZVPD basis set) of a structure of composition C31H21F5N2OP2STa at a distorted geometry.

Computed properties:
Highest occupied orbital energy ... -17.348 eV
Energy above the lowest of the compared OMol25 structures with the same formula, charge and spin ... 14.8 kcal/mol
Net charge ... +3

```
64
Properties=species:S:1:pos:R:3:forces:R:3
Ta -0.3557 -0.8300 1.7156 -1.08 -0.29 -1.95
N 1.2569 0.9135 -0.2488 -0.13 -0.06 0.36
P 1.8434 -0.6331 0.2139 0.10 0.49 -0.21
C 3.5236 -0.4319 0.7647 -0.33 -0.21 0.10
C 3.8514 -0.4193 2.1225 -0.04 0.05 -0.09
C 5.1657 -0.2014 2.4961 -0.01 -0.02 0.12
C 6.1384 0.0055 1.5250 -0.04 -0.01 -0.04
C 5.8077 -0.0115 0.1738 0.04 0.01 -0.07
C 4.5020 -0.2415 -0.2194 -0.09 -0.01 0.02
C 1.7777 -1.6808 -1.2401 -0.01 0.11 0.39
C 0.9115 -1.3862 -2.2985 0.04 0.08 0.06
C 0.9089 -2.2036 -3.4129 -0.07 0.01 -0.06
C 1.7427 -3.3175 -3.4675 -0.01 0.03 0.05
C 2.5838 -3.6208 -2.4028 0.03 -0.06 0.06
C 2.6008 -2.8114 -1.2802 0.00 -0.05 0.08
P -0.3166 1.4117 0.1650 0.08 -0.56 -0.06
C -0.2269 2.9887 1.0080 -0.09 -0.40 0.15
C 0.8002 3.8938 0.7370 0.00 -0.07 -0.01
C 0.7483 5.1561 1.3023 0.07 0.06 -0.02
C -0.3055 5.5103 2.1368 0.01 -0.06 -0.04
C -1.3207 4.6019 2.4117 -0.06 0.03 0.07
C -1.2882 3.3390 1.8484 0.06 -0.08 -0.09
C -1.3150 1.5566 -1.3242 0.11 -0.22 0.44
C -2.6712 1.2367 -1.3043 0.03 -0.02 0.05
C -3.4406 1.4817 -2.4309 -0.06 -0.02 0.02
C -2.8586 2.0394 -3.5618 0.02 -0.02 0.06
C -1.5039 2.3539 -3.5741 0.06 0.03 -0.06
C -0.7217 2.1165 -2.4570 0.00 -0.01 0.04
H 1.9648 1.6091 -0.4700 -0.01 -0.01 -0.07
H 3.0889 -0.5860 2.8756 0.04 0.00 0.06
H 5.4349 -0.2014 3.5436 0.01 0.01 -0.01
H 7.1650 0.1739 1.8218 0.00 0.00 0.01
H 6.5692 0.1430 -0.5788 0.02 0.00 0.03
H 4.2403 -0.2788 -1.2704 0.07 0.00 -0.01
H 0.2645 -0.5182 -2.2581 0.02 0.01 -0.06
H 0.2594 -1.9678 -4.2454 0.02 -0.03 -0.01
H 1.7368 -3.9540 -4.3423 0.00 0.02 -0.01
H 3.2323 -4.4854 -2.4462 -0.01 0.00 -0.02
H 3.2561 -3.0494 -0.4504 0.04 0.01 -0.04
H 1.6279 3.6430 0.0840 0.00 0.03 0.01
H 1.5344 5.8666 1.0847 -0.01 0.01 0.03
H -0.3358 6.4994 2.5733 0.00 0.00 0.00
H -2.1369 4.8825 3.0637 0.00 0.00 -0.01
H -2.0849 2.6298 2.0488 -0.05 0.06 0.02
H -3.1280 0.8120 -0.4168 -0.02 0.02 -0.02
H -4.4953 1.2422 -2.4249 0.00 0.01 -0.01
H -3.4638 2.2327 -4.4371 0.01 0.00 -0.01
H -1.0530 2.7908 -4.4550 -0.02 0.00 -0.01
H 0.3321 2.3694 -2.4713 0.00 0.01 -0.04
F -6.6490 -3.8771 1.2692 -0.17 -0.03 0.04
C -5.3952 -3.6100 1.0558 0.28 0.01 -0.06
C -4.8816 -2.3634 1.4303 0.12 0.11 -0.05
F -5.6393 -1.4470 1.9932 -0.11 -0.02 0.03
C -3.5526 -2.1173 1.1917 -0.03 -0.29 -0.08
F -3.0034 -0.9185 1.5461 0.38 0.38 0.30
C -2.7070 -3.0448 0.6023 -0.07 0.07 0.14
S -1.0429 -2.6268 0.2887 0.46 1.10 1.02
C -3.2310 -4.2812 0.2290 0.01 0.11 0.05
F -2.4482 -5.1706 -0.3414 0.00 -0.10 -0.02
C -4.5700 -4.5648 0.4607 -0.02 0.07 0.01
F -5.0630 -5.7279 0.1201 -0.03 -0.06 -0.03
O -1.6141 -0.2001 5.7395 0.05 0.02 -0.14
C -1.2357 -0.3038 4.6742 -0.11 0.00 0.31
N -0.8144 -0.4165 3.5137 0.52 -0.26 -0.70
```
Forces are in eV/Å.